No. 1
A molecular structure, C26H21BrN11OPb. Source: OMol25; level of theory: wB97M-V/def2-TZVPD.

Results
* max |F|: 3.9 eV/Å
* total charge: +1
* relative energy (zero: lowest compared OMol25 entry of this formula, charge and spin): 5.9 kcal per mole
* HOMO energy (spin up / spin down): -8.8704 / -8.5299 eV

Positions of all 61 atoms, in Å:
Pb  11.683  12.017  5.700
N  15.117  10.726  5.837
C  15.184  12.051  6.126
N  16.441  12.505  6.305
C  16.594  13.837  6.315
N  17.804  14.334  6.487
N  15.596  14.716  6.296
C  14.370  14.135  6.193
N  14.021  12.828  6.206
C  13.234  15.131  5.965
C  13.529  16.509  5.658
C  12.553  17.412  5.317
C  11.216  16.964  5.340
C  10.982  15.642  5.557
N  11.970  14.737  5.963
H  16.005  10.355  5.521
H  14.131  10.313  5.616
H  18.553  13.701  6.637
H  17.876  15.300  6.793
H  14.610  16.775  5.715
H  12.871  18.404  4.920
H  10.394  17.662  5.239
H  10.022  15.172  5.450
Br  11.173  6.269  14.015
C  9.858  7.563  13.621
C  10.051  8.702  14.337
C  9.215  9.738  14.035
C  8.498  9.671  12.855
C  8.070  8.402  12.269
C  8.896  7.365  12.653
N  8.394  10.778  12.057
N  7.725  10.635  10.972
C  8.061  11.245  9.853
C  7.147  11.110  8.757
C  7.565  11.052  7.442
C  8.986  11.223  7.239
O  9.534  11.187  6.090
C  9.911  11.567  8.389
N  11.178  11.955  8.049
C  11.873  12.607  8.995
C  11.383  12.941  10.256
C  10.116  12.486  10.602
C  9.400  11.744  9.708
H  10.844  8.829  15.114
H  9.169  10.599  14.671
H  7.181  8.328  11.619
H  8.825  6.380  12.249
H  6.162  11.153  9.066
H  6.799  11.012  6.641
H  12.926  12.958  8.736
H  12.056  13.436  10.940
H  9.753  12.610  11.604
N  11.853  8.892  4.507
C  11.105  7.795  4.791
C  10.873  7.760  6.185
C  11.607  8.864  6.721
N  12.291  9.523  5.664
H  12.238  9.199  3.610
H  10.772  7.060  4.053
H  10.519  6.947  6.824
H  11.771  9.229  7.727

No. 2
11 unconnected molecules or ions with the total composition C26H60Cl14O12S4. Source: OMol25; level of theory: wB97M-V/def2-TZVPD.

Results
* max |F|: 3.8 eV/Å
* SMILES string: CCOS(C)(=O)=O.CCOS(C)(=O)=O.CCOS(C)(=O)=O.CCOS(C)(=O)=O.ClCCCl.ClCCCl.ClCCCl.ClCCCl.ClCCCl.ClCCCl.ClCCCl
* HOMO energy: -10.3666 eV

Positions of all 116 atoms, in Å:
C  2.648  -6.316  -1.117
C  3.486  -6.718  0.049
O  4.315  -5.677  0.535
S  5.351  -5.863  1.829
C  6.642  -6.811  0.878
O  5.743  -4.539  2.344
O  4.722  -6.821  2.770
H  2.167  -7.222  -1.485
H  3.291  -5.892  -1.888
H  1.964  -5.505  -0.867
H  2.751  -6.884  0.837
H  4.105  -7.585  -0.182
H  6.404  -7.767  1.344
H  7.643  -6.452  1.119
H  6.502  -6.844  -0.202
C  -7.768  -4.896  -2.379
C  -8.137  -3.904  -1.224
O  -7.469  -2.673  -1.431
S  -7.808  -1.513  -0.291
C  -8.993  -0.504  -1.264
O  -8.443  -2.173  0.821
O  -6.565  -0.726  -0.049
H  -8.301  -4.533  -3.258
H  -8.039  -5.926  -2.149
H  -6.691  -5.066  -2.389
H  -9.222  -3.795  -1.225
H  -7.878  -4.471  -0.330
H  -9.278  0.404  -0.733
H  -9.899  -1.057  -1.511
H  -8.476  -0.291  -2.200
C  -1.314  6.624  3.474
C  -2.299  7.445  4.346
O  -1.655  7.850  5.594
S  -2.230  9.189  6.422
C  -3.603  8.377  7.322
O  -1.218  9.523  7.409
O  -2.768  10.170  5.464
H  -1.041  5.612  3.774
H  -0.359  7.148  3.469
H  -1.589  6.513  2.425
H  -2.696  8.312  3.819
H  -3.139  6.780  4.548
H  -3.306  7.418  7.746
H  -4.534  8.333  6.757
H  -3.783  9.021  8.183
C  6.775  5.589  0.120
C  5.915  5.417  1.421
O  5.581  3.985  1.472
S  4.116  3.556  2.183
C  4.476  3.977  3.941
O  3.000  4.404  1.734
O  4.024  2.084  2.086
H  7.131  6.610  -0.011
H  6.227  5.317  -0.782
H  7.597  4.897  0.303
H  6.569  5.551  2.283
H  5.005  6.011  1.513
H  5.448  3.572  4.226
H  3.622  3.566  4.479
H  4.555  5.061  4.023
Cl  -4.066  -5.545  1.783
C  -2.961  -6.418  0.694
C  -2.536  -7.731  1.399
Cl  -1.595  -8.834  0.313
H  -2.128  -5.752  0.472
H  -3.392  -6.576  -0.295
H  -3.408  -8.322  1.680
H  -1.785  -7.526  2.162
Cl  6.288  -2.106  -2.791
C  4.790  -1.673  -1.899
C  4.153  -0.475  -2.660
Cl  5.154  0.990  -2.344
H  5.010  -1.499  -0.846
H  4.051  -2.464  -2.030
H  3.142  -0.352  -2.270
H  4.200  -0.682  -3.729
Cl  -1.069  -1.284  -9.184
C  0.602  -0.972  -8.769
C  0.649  0.134  -7.746
Cl  0.489  -0.483  -6.086
H  1.064  -0.532  -9.653
H  1.031  -1.935  -8.491
H  -0.079  0.917  -7.961
H  1.636  0.597  -7.751
Cl  -3.018  -3.392  -3.646
C  -4.012  -2.673  -4.945
C  -4.399  -1.206  -4.755
Cl  -5.351  -0.837  -6.240
H  -4.795  -3.358  -5.272
H  -3.311  -2.613  -5.777
H  -3.653  -0.429  -4.591
H  -5.132  -0.952  -3.989
Cl  -0.257  -1.477  0.131
C  -1.140  -0.009  -0.499
C  -0.985  1.150  0.547
Cl  -1.797  0.834  2.137
H  -2.211  -0.214  -0.524
H  -0.768  0.196  -1.503
H  -1.370  2.100  0.177
H  0.087  1.279  0.701
Cl  2.156  -1.283  6.740
C  2.946  -1.599  5.146
C  1.922  -2.116  4.100
Cl  1.233  -3.762  4.494
H  3.734  -2.341  5.275
H  3.577  -0.769  4.829
H  2.419  -2.222  3.135
H  1.051  -1.467  4.002
Cl  2.035  4.070  -3.670
C  2.456  5.361  -2.616
C  1.269  6.079  -2.050
Cl  0.527  7.025  -3.466
H  3.076  6.066  -3.170
H  3.109  5.036  -1.805
H  1.513  6.829  -1.297
H  0.570  5.322  -1.693

No. 3
A single C4H4O3 molecule. Source: OMol25; level of theory: wB97M-V/def2-TZVPD.

Results
* max |F|: 0.8 eV/Å
* relative energy (zero: lowest compared OMol25 entry of this formula, charge and spin): 67.0 kcal per mole
* SMILES string: O=CC1(C=O)CO1
* HOMO energy: -10.1841 eV

Positions of all 11 atoms, in Å:
O  -0.917  1.557  -1.313
C  -0.958  1.090  -0.199
C  -0.020  -0.048  0.039
C  1.174  0.245  -0.849
O  1.935  1.081  -0.427
C  -0.054  -1.089  1.065
O  -0.931  -1.162  -0.044
H  -1.743  1.330  0.529
H  1.269  -0.206  -1.852
H  0.695  -1.875  0.985
H  -0.450  -0.923  2.066

No. 4
A molecular structure, C36H50CdF5N5S. Source: OMol25; level of theory: wB97M-V/def2-TZVPD.

Results
* max |F|: 2.8 eV/Å
* relative energy (zero: lowest compared OMol25 entry of this formula, charge and spin): 0.0 kcal per mole
* HOMO energy: -6.7228 eV

Positions of all 98 atoms, in Å:
Cd  -2.255  -4.551  17.314
C  -4.206  -11.578  14.851
C  -4.558  -10.114  15.108
N  -3.625  -9.350  16.013
C  -3.535  -9.842  17.371
C  -2.172  -10.335  17.817
C  -2.502  -8.606  15.391
C  -2.006  -7.241  15.920
N  -2.974  -6.085  15.911
C  -3.694  -5.932  14.740
C  -5.121  -5.881  14.802
F  -5.680  -5.920  16.065
C  -5.886  -5.914  13.680
F  -7.252  -5.948  13.771
C  -5.298  -5.788  12.440
C  -3.939  -5.812  12.311
F  -3.302  -6.140  11.133
C  -3.130  -5.816  13.446
F  -1.775  -5.730  13.241
H  -4.902  -12.051  14.140
H  -3.158  -11.707  14.462
H  -4.223  -12.186  15.787
H  -4.468  -9.579  14.156
H  -5.591  -10.044  15.553
H  -3.924  -9.102  18.057
H  -4.332  -10.613  17.466
H  -2.154  -10.852  18.788
H  -1.831  -11.070  17.101
H  -1.405  -9.544  17.891
H  -1.627  -9.328  15.412
H  -2.774  -8.424  14.338
H  -1.540  -7.325  16.924
H  -1.101  -6.994  15.212
H  -5.906  -5.635  11.538
C  -2.770  -2.303  15.219
C  -1.323  -2.599  14.810
N  -0.706  -3.882  15.360
C  0.683  -3.731  15.878
C  0.750  -2.705  16.982
S  -0.612  -2.691  18.248
C  -1.445  -1.050  18.034
C  -2.857  -1.205  17.618
N  -3.125  -2.326  16.685
H  -3.028  -1.296  14.812
H  -3.449  -2.989  14.724
H  -1.348  -2.629  13.735
H  -0.712  -1.681  15.140
H  -0.653  -4.437  14.520
H  0.906  -4.729  16.274
H  1.458  -3.530  15.075
H  1.635  -2.954  17.645
H  0.819  -1.656  16.724
H  -1.509  -0.441  18.950
H  -0.777  -0.466  17.412
H  -3.417  -1.541  18.503
H  -3.325  -0.219  17.295
H  -4.071  -2.630  16.705
C  -0.849  -3.706  21.634
C  -1.944  -2.707  21.926
C  -1.378  -1.271  21.949
C  -3.220  -2.733  21.087
C  -4.183  -1.766  21.503
C  -5.520  -1.793  21.190
C  -6.015  -2.887  20.499
C  -5.132  -3.876  20.011
C  -5.950  -5.043  19.412
C  -6.980  -4.606  18.276
C  -5.287  -6.312  18.981
C  -3.716  -3.827  20.261
N  -2.844  -4.699  19.594
C  -2.354  -5.872  20.192
C  -2.837  -6.356  21.481
C  -2.477  -7.586  21.947
C  -1.544  -8.357  21.267
C  -0.861  -7.880  20.156
C  -1.327  -6.696  19.621
F  -0.523  -6.169  18.568
H  0.125  -3.339  21.977
H  -0.580  -3.811  20.559
H  -1.086  -4.690  22.092
H  -2.285  -2.890  22.954
H  -0.519  -1.260  21.329
H  -1.072  -0.897  22.960
H  -2.163  -0.602  21.562
H  -3.715  -1.001  22.146
H  -6.138  -0.885  21.475
H  -7.034  -3.096  20.314
H  -6.600  -5.390  20.163
H  -6.550  -4.045  17.409
H  -7.709  -3.959  18.677
H  -7.507  -5.460  17.940
H  -4.882  -6.196  17.987
H  -6.134  -6.997  19.000
H  -4.541  -6.736  19.692
H  -3.540  -5.723  22.006
H  -2.993  -7.998  22.809
H  -1.536  -9.432  21.503
H  -0.013  -8.435  19.670

no.,E_tot (hartree)
1,-4447.54268
2,-9964.79926
3,-380.44031
4,-2740.61463